No. 1
DFT (ωB97M-V/def2-TZVPD) results for a molecular structure, C16H10BF4N3NiO2 at a distorted geometry.

Summary:
**Molecular weight**: 421.77 g/mol
**Gap between HOMO and LUMO (alpha / beta)**: 6.68 / 6.13 eV
**Spin multiplicity**: 3
**⟨S²⟩**: 2.005

CARTESIAN COORDINATES (ANGSTROEM)
Ni -0.216411 0.006832 -0.147473
O 1.416533 -0.206500 6.430415
C 0.535031 0.548280 5.986246
O -0.124934 1.479698 6.472604
C 0.379343 0.443937 4.429090
C -0.452755 1.323081 3.744368
C -0.560237 1.201970 2.373515
N 0.137614 0.268569 1.735392
C 0.941774 -0.588492 2.358940
C 1.082380 -0.534112 3.726852
C 1.620451 -1.517689 1.417773
C 2.577250 -2.429592 1.819346
C 3.179942 -3.238507 0.871156
C 2.815711 -3.118328 -0.460540
C 1.855969 -2.186712 -0.793682
N 1.271912 -1.401299 0.116794
C -1.405183 2.010814 1.455322
C -2.343514 2.916126 1.898737
C -3.137805 3.568964 0.969888
C -2.970126 3.305211 -0.378038
C -2.005627 2.392958 -0.752028
N -1.230279 1.768375 0.137870
H -0.982147 2.072891 4.319812
H 1.718213 -1.200344 4.297287
H 2.845295 -2.501447 2.863445
H 3.931855 -3.956504 1.171893
H 3.259553 -3.734901 -1.228856
H 1.532983 -2.065465 -1.819641
H -2.476219 3.081320 2.958687
H -3.895316 4.267200 1.302122
H -3.583537 3.778773 -1.130702
H -1.852440 2.144594 -1.793276
F -1.777789 -1.006529 -0.490050
B -3.308678 -0.794246 -0.309495
F -3.404033 0.004315 0.822611
F -3.814600 -2.049681 -0.158650
F -3.685277 -0.138659 -1.466034

Atomic forces in eV per Å
0.171 0.401 0.404
-0.507 -0.102 0.077
0.861 0.815 -0.324
-0.123 -0.475 0.092
-0.275 -0.281 0.174
-0.047 0.102 0.055
0.005 0.067 -0.089
-0.127 -0.101 -0.222
0.057 -0.016 -0.115
0.112 -0.006 0.068
-0.024 0.086 -0.069
0.080 -0.127 0.065
0.039 -0.026 0.028
0.060 -0.070 0.025
-0.118 0.055 0.043
-0.122 0.023 -0.126
0.130 -0.033 -0.068
-0.102 0.108 0.096
-0.046 0.039 0.010
-0.046 0.080 0.046
0.144 -0.041 0.078
-0.131 -0.144 -0.149
0.045 -0.078 0.042
-0.040 0.060 0.031
-0.001 -0.002 -0.004
-0.020 0.010 -0.006
-0.001 0.016 0.016
-0.027 0.025 0.021
0.013 0.006 -0.027
0.023 -0.018 -0.009
0.010 -0.008 0.016
-0.006 -0.057 0.010
0.070 -0.414 -0.201
-0.124 0.122 0.084
-0.022 -0.193 -0.262
0.043 0.261 -0.064
0.046 -0.085 0.256

=====

No. 2
DFT (ωB97M-V/def2-TZVPD) results for a molecular structure, C16H10Cl5N4O7S2SeTi at a distorted geometry.

Summary:
**Energy above the lowest of the compared OMol25 structures with the same formula, charge and spin**: 16.1 kcal/mol
**Molecular weight**: 738.50 g/mol
**Gap between HOMO and LUMO**: 7.47 eV
**Net charge**: -1

CARTESIAN COORDINATES (ANGSTROEM)
Ti 0.292836 -0.448112 -0.395590
O -0.473458 -0.055863 3.299952
C -0.995894 -0.365153 2.250149
O -0.292907 -0.841494 1.240187
C -2.455654 -0.260567 2.033818
C -3.256316 -0.151876 3.172139
C -4.626695 -0.064080 3.079241
C -5.215875 -0.069503 1.813548
C -4.437160 -0.159268 0.678731
C -3.032241 -0.260733 0.750881
S -2.180772 -0.355951 -0.776600
H -2.759270 -0.153417 4.134203
H -5.239958 0.000206 3.969347
H -6.295564 0.000034 1.717109
H -4.892255 -0.158606 -0.306374
Cl -0.357213 -5.212197 -5.958907
C -0.223388 -3.893472 -4.850418
C -0.381652 -4.103744 -3.483351
Cl -0.727393 -5.683342 -2.879221
C -0.268541 -3.046148 -2.597344
Cl -0.500434 -3.278153 -0.904034
C 0.026750 -1.746213 -3.041222
O 0.157661 -0.739495 -2.212495
C 0.161069 -1.549509 -4.419438
Cl 0.475612 0.055230 -4.957886
C 0.044539 -2.604114 -5.313734
Cl 0.228963 -2.317922 -7.004314
C 3.941327 3.340143 2.838877
C 2.794101 3.474070 1.908072
N 2.422717 4.549232 1.307121
N 1.298162 4.149364 0.628207
C 0.971480 2.865827 0.774808
S -0.408020 2.115240 0.125701
N 1.937054 2.430499 1.626019
N 2.109936 1.122752 1.986689
H 4.380950 4.320890 3.001378
H 4.695317 2.667474 2.423556
H 3.600125 2.930743 3.788791
H 0.848176 4.776693 -0.005392
H 1.646747 0.890590 2.850252
H 3.072732 0.825515 1.879882
O 1.816451 0.693893 -0.896143
Se 2.884155 -0.608999 -0.881624
O 4.085638 -0.317104 0.166381
O 1.772455 -1.693585 -0.217342
O 3.355686 -1.069760 -2.343624

Atomic forces in eV per Å
-1.759 1.843 -0.353
0.236 0.038 0.231
-0.033 0.064 0.056
-0.046 -0.522 1.992
-0.133 0.017 -0.344
0.050 -0.029 0.079
-0.129 -0.015 -0.060
-0.011 0.016 -0.037
0.112 -0.042 -0.018
-0.128 -0.030 0.104
0.072 0.166 -0.101
-0.009 0.026 -0.027
0.028 0.014 -0.003
0.085 -0.006 -0.002
0.002 0.015 0.091
0.001 0.056 0.047
0.039 0.067 -0.064
-0.031 -0.121 -0.054
0.009 0.039 -0.075
0.024 0.155 0.198
-0.088 -0.319 -0.176
-0.170 -0.024 0.203
-0.160 -0.864 -1.482
0.079 0.188 -0.129
0.006 -0.080 -0.005
-0.038 -0.112 0.039
-0.005 -0.021 0.036
0.009 -0.056 -0.189
-0.021 -0.348 0.424
-0.367 0.098 -0.353
0.088 0.533 -0.202
-0.065 0.024 0.033
0.161 -0.165 0.131
0.310 -0.084 -0.109
-0.095 -0.411 0.048
0.002 -0.018 -0.028
-0.019 0.036 0.057
0.030 -0.029 0.035
-0.188 0.186 -0.104
-0.115 -0.143 0.234
-0.122 -0.210 -0.166
0.348 0.022 0.173
2.450 -0.147 -0.133
-0.383 0.044 -0.127
0.187 0.058 -0.046
-0.214 0.088 0.175

=====

No. 3
DFT (ωB97M-V/def2-TZVPD) results for a molecular structure, C16H10ClF5IrS at a distorted geometry.

Summary:
**Molecular weight**: 556.98 g/mol
**Gap between HOMO and LUMO (alpha / beta)**: 4.84 / 2.74 eV
**Net charge**: -1
**Spin multiplicity**: 5
**⟨S²⟩**: 6.022

CARTESIAN COORDINATES (ANGSTROEM)
C -2.877054 -0.978318 -1.394069
C -1.663913 -1.139844 -2.145453
C -1.154897 0.174941 -2.453512
H -1.123027 -2.057821 -2.368782
C -2.074846 1.151264 -1.920837
C -3.098184 0.436771 -1.212355
H -3.888710 0.888152 -0.622189
H -3.520336 -1.749557 -0.983184
H -0.238795 0.347483 -3.010044
H -2.033373 2.232577 -2.015084
Ir -1.248267 -0.045725 -0.315041
Cl -0.167657 -1.803976 0.666354
C 3.444395 -0.082985 -1.427294
C 2.970027 1.132094 -2.010297
C 2.585698 0.842835 -3.367294
H 2.844879 2.080554 -1.504694
C 2.674142 -0.580239 -3.546342
C 3.197306 -1.154582 -2.349901
H 3.321494 -2.222649 -2.168698
H 3.893269 -0.166384 -0.436554
H 2.257447 1.556118 -4.124303
H 2.436677 -1.114748 -4.464998
F -0.858126 -1.415970 5.823445
C -0.686399 -0.537432 4.811443
C -1.798620 0.113517 4.257573
F -3.021720 -0.053548 4.804278
C -1.650460 0.815591 3.079360
F -2.734186 1.393321 2.507112
C -0.414842 0.855001 2.420614
S -0.274652 1.581793 0.836007
C 0.720431 0.360135 3.078341
F 1.940352 0.499010 2.512031
C 0.587381 -0.360566 4.254648
F 1.654575 -0.996806 4.789706

Atomic forces in eV per Å
-0.870 -0.261 -0.928
-0.767 -0.126 -1.450
-0.523 0.189 -1.207
-0.344 0.257 0.088
-1.077 0.026 -1.733
-1.258 0.335 -1.446
0.036 -0.142 -0.275
0.282 0.087 -0.104
-0.065 0.125 0.156
0.252 -0.312 0.118
3.189 -0.777 5.286
0.578 -1.434 0.396
-0.824 -0.144 -0.470
0.166 -0.916 -1.101
-0.206 -0.668 1.076
0.354 0.052 -0.080
0.365 0.512 0.607
-0.102 0.980 -0.197
0.174 0.359 -0.028
-0.325 -0.076 -0.228
0.005 -0.155 0.279
0.050 0.082 0.211
0.092 0.601 -0.239
0.021 -0.064 -0.112
0.107 -0.536 0.232
0.506 0.082 -0.088
0.111 -0.110 -0.345
0.500 -0.385 0.431
0.061 0.758 0.305
1.087 2.004 0.802
0.081 -0.150 -0.368
-0.924 -0.204 0.503
-0.087 -0.408 0.066
-0.647 0.418 -0.159

=====

No. 4
DFT (ωB97M-V/def2-TZVPD) results for a molecular structure, C16H10CuF3N3O9Te.

Summary:
**Energy above the lowest of the compared OMol25 structures with the same formula, charge and spin**: 25.2 kcal/mol
**Molecular weight**: 636.41 g/mol
**Gap between HOMO and LUMO**: 6.92 eV
**Net charge**: -1

CARTESIAN COORDINATES (ANGSTROEM)
Cu 0.648859 0.184862 0.054664
O -0.316051 -5.132725 5.015399
N 0.791249 -4.862754 4.575439
O 1.832716 -5.256237 5.073816
C 0.870162 -4.039781 3.388658
C 2.103392 -3.730977 2.844043
C 2.173500 -2.940188 1.728853
C 1.012761 -2.443872 1.034955
O 1.069528 -1.807351 -0.047027
C -0.239203 -2.804710 1.675018
C -0.305738 -3.566793 2.806504
N -1.461508 -2.287822 1.043970
O -1.554273 -2.712511 -0.301393
O -2.541838 -2.862946 1.751050
N 3.504670 -2.597221 1.221391
O 3.650174 -1.507933 0.710120
O 4.399424 -3.411070 1.403291
H 3.011040 -4.100095 3.299401
H -1.249971 -3.810622 3.265084
C -3.785220 -2.677247 1.067059
Te -1.604663 -0.042171 1.044855
C -1.687716 -4.133936 -0.427593
C -3.138386 -4.539569 -0.513890
C -3.497624 -5.610110 -1.322774
C -4.818643 -6.024312 -1.412557
C -5.796090 -5.357175 -0.692244
C -5.444834 -4.285658 0.115167
C -4.124095 -3.866608 0.208154
H -3.755970 -1.755190 0.481678
H -4.520638 -2.545178 1.859476
H -1.170547 -4.634844 0.392561
H -1.169295 -4.382455 -1.352878
H -2.731901 -6.122097 -1.894513
H -5.081090 -6.861204 -2.046525
H -6.830217 -5.670825 -0.753998
H -6.205347 -3.766480 0.687089
F -0.794234 3.091377 0.616629
C -0.152057 3.383334 -0.545884
F -0.432485 4.662208 -0.817626
F -0.741862 2.641210 -1.509165
C 1.382216 3.079554 -0.456759
O 2.142028 4.008641 -0.658060
O 1.631670 1.873117 -0.177416

Atomic forces in eV per Å
0.019 0.420 0.030
0.013 0.016 0.005
-0.010 -0.038 -0.021
-0.007 0.019 0.002
-0.133 0.131 -0.147
0.283 -0.081 0.122
-0.295 -0.005 -0.200
0.058 0.097 -0.260
0.133 -0.245 0.204
0.213 0.162 -0.145
-0.045 -0.095 0.197
-0.018 -0.200 0.002
0.020 0.040 0.044
-0.008 0.034 -0.013
-0.069 0.262 0.251
0.064 -0.256 0.030
-0.027 -0.020 -0.108
-0.013 0.001 -0.009
0.021 -0.001 -0.003
-0.071 0.026 -0.044
-0.175 -0.011 0.090
-0.101 0.024 -0.048
0.049 -0.039 0.005
-0.028 0.003 0.007
0.042 0.003 -0.007
-0.046 0.008 0.015
0.023 -0.018 -0.016
0.036 0.007 0.035
0.057 0.026 0.035
-0.007 -0.039 -0.008
-0.002 -0.008 0.028
0.021 0.029 0.005
0.002 0.001 0.002
-0.003 0.000 0.001
0.004 0.000 -0.002
-0.007 -0.003 -0.002
0.011 -0.021 -0.031
-0.007 0.032 -0.077
0.025 0.013 0.004
-0.014 0.018 0.054
-0.174 -0.140 0.079
-0.019 0.012 0.013
0.187 -0.169 -0.119

=====

> Among the records above, which one has the lowest molecular weight?

C16H10BF4N3NiO2